[1]
Entry from OMol25: a 2-piece molecular cluster, C2H8FN2 overall in a non-equilibrium geometry (wB97M-V/def2-TZVPD).

XYZ file:
```
13
Properties=species:S:1:pos:R:3:mulliken_charge:R:1
C -1.452 -0.339 -0.405 -0.80
C 1.351 1.559 -0.010 0.23
N 1.229 0.482 0.629 -0.52
N -0.440 -1.314 0.057 -0.34
F 2.291 2.419 0.382 -0.19
H -1.217 -0.024 -1.414 0.34
H -1.190 0.531 0.357 0.30
H -2.558 -0.718 -0.288 0.31
H 1.934 0.235 1.361 0.22
H 0.449 -0.801 -0.105 0.41
H -0.763 -1.720 1.039 0.38
H 0.771 1.879 -0.937 0.26
H -0.405 -2.189 -0.666 0.41
```

Output
Highest occupied orbital energy = -15.95 eV
Energy relative to the best compared isomer or geometry (same formula, charge and spin) = 0.5470 eV
Charge = +1

[2]
Entry from OMol25: a 2-piece molecular cluster, C2H8IN2 overall in a non-equilibrium geometry (wB97M-V/def2-TZVPD).

XYZ file:
```
13
Properties=species:S:1:pos:R:3:lowdin_spin:R:1
C -0.383 0.465 0.372 0.15
C 0.657 -0.701 0.221 0.61
N 0.305 -1.722 -0.509 0.24
N -0.245 1.172 -0.760 0.60
I 2.740 0.003 -0.201 0.26
H -1.425 -0.013 0.503 0.01
H -0.081 1.036 1.195 0.02
H 0.129 -1.518 1.874 0.03
H -0.555 -2.135 -0.381 0.01
H 0.927 -2.189 -1.080 0.01
H -0.143 -1.888 2.483 0.04
H 0.431 1.922 -0.831 0.00
H -0.902 1.061 -1.568 0.01
```

Output
2S+1 = 3
Highest occupied orbital energy (spin up / spin down) = -11.44 / -14.00 eV
Energy relative to the best compared isomer or geometry (same formula, charge and spin) = 2.6087 eV
Charge = +1

[3]
Entry from OMol25: a 2-piece molecular cluster, C2H8N overall in a non-equilibrium geometry (wB97M-V/def2-TZVPD).

XYZ file:
```
11
Properties=species:S:1:pos:R:3:mulliken_charge:R:1
C -1.549 -1.416 0.522 -0.86
N 1.204 0.453 0.424 0.06
C 1.211 1.336 -0.686 -0.55
H -1.179 -1.755 -0.416 0.29
H -2.066 -2.204 1.167 0.27
H -2.323 -0.707 0.195 0.27
H 1.903 0.561 1.097 0.29
H -0.509 -0.966 0.797 0.11
H 1.613 2.350 -0.474 0.36
H 0.087 1.562 -0.925 0.34
H 1.607 0.785 -1.702 0.40
```

Output
Highest occupied orbital energy = -15.73 eV
Energy relative to the best compared isomer or geometry (same formula, charge and spin) = 6.8471 eV
Charge = +1

[4]
Entry from OMol25: a 2-piece molecular cluster, C2H8N2 overall in a non-equilibrium geometry (wB97M-V/def2-TZVPD).

XYZ file:
```
12
Properties=species:S:1:pos:R:3:mulliken_charge:R:1
H 1.661 4.413 0.927 0.22
N 1.260 3.490 1.069 -0.71
C 2.083 2.930 1.892 0.09
N 3.128 2.149 1.465 -0.48
H 2.288 3.251 2.919 0.33
H 3.567 1.360 1.935 0.24
H 2.912 1.814 0.528 0.30
C -3.407 -3.881 -2.175 -0.90
H -4.176 -3.153 -1.927 0.22
H -2.633 -3.765 -1.409 0.23
H -2.938 -3.700 -3.139 0.22
H -3.746 -4.909 -2.086 0.22
```

Output
Highest occupied orbital energy = -8.29 eV
SMILES string = [H]/N=C/N.C
Energy relative to the best compared isomer or geometry (same formula, charge and spin) = 1.8114 eV

[5]
Entry from OMol25: a 2-piece molecular cluster, C2H8N2O overall in a non-equilibrium geometry (wB97M-V/def2-TZVPD).

XYZ file:
```
13
Properties=species:S:1:pos:R:3:lowdin_spin:R:1
C 2.699 0.939 3.336 0.11
O 1.415 1.551 3.253 0.07
H 2.676 -0.017 3.865 0.01
H 3.207 0.753 2.379 0.02
H 3.311 1.756 3.734 0.01
N -2.930 -0.497 -1.495 0.16
C -2.437 -1.336 -2.406 0.34
N -1.602 -0.858 -3.450 0.10
H 0.969 1.190 2.486 0.05
H -2.491 0.394 -1.748 0.06
H -2.030 -2.323 -2.159 0.02
H -1.911 -0.095 -4.004 0.02
H -0.875 -1.459 -3.793 0.04
```

Output
2S+1 = 2
Highest occupied orbital energy (spin up / spin down) = 1.16 / -4.41 eV
Energy relative to the best compared isomer or geometry (same formula, charge and spin) = 2.4561 eV
Charge = -1

[6]
Entry from OMol25: a 2-piece molecular cluster, C2H8N2O overall in a non-equilibrium geometry (wB97M-V/def2-TZVPD).

XYZ file:
```
13
Properties=species:S:1:pos:R:3:lowdin_spin:R:1
C 0.908 -1.357 1.054 0.25
N 1.457 -0.398 0.077 0.02
C 0.789 -0.478 -1.125 0.06
N 1.006 0.319 -2.109 0.04
H -0.167 -1.589 1.141 0.10
H 1.482 -2.298 1.032 0.10
H 1.189 -0.981 2.038 0.10
H 1.659 0.591 0.138 0.04
H -0.111 -1.089 -1.272 0.02
H 0.343 0.038 -2.829 0.03
H -2.489 2.497 -0.123 0.07
H -2.897 2.213 1.422 0.02
O -3.170 2.532 0.556 0.15
```

Output
2S+1 = 2
Highest occupied orbital energy (spin up / spin down) = 1.73 / -5.63 eV
Energy relative to the best compared isomer or geometry (same formula, charge and spin) = 2.2972 eV
Charge = -1

[7]
Entry from OMol25: a 2-piece molecular cluster, C2H8N2O overall in a non-equilibrium geometry (wB97M-V/def2-TZVPD).

XYZ file:
```
13
Properties=species:S:1:pos:R:3:mulliken_charge:R:1
H 5.508 0.715 4.189 0.22
N 4.635 0.539 3.684 -0.64
C 4.786 0.965 2.491 0.10
N 4.455 0.180 1.383 -0.49
H 4.994 1.977 2.118 0.28
H 4.555 0.606 0.479 0.25
H 4.750 -0.764 1.573 0.28
C -5.808 -0.424 -2.809 -0.48
O -4.704 -0.995 -2.118 -0.51
H -5.850 -0.751 -3.850 0.22
H -5.897 0.662 -2.832 0.23
H -6.653 -0.771 -2.190 0.23
H -4.769 -1.940 -2.119 0.31
```

Output
Highest occupied orbital energy = -8.72 eV
SMILES string = [H]/N=C/N.CO
Energy relative to the best compared isomer or geometry (same formula, charge and spin) = 2.8592 eV

[8]
Entry from OMol25: a 2-piece molecular cluster, C2H8N2O overall in a non-equilibrium geometry (wB97M-V/def2-TZVPD).

XYZ file:
```
13
Properties=species:S:1:pos:R:3:mulliken_charge:R:1
H -2.446 0.583 0.554 0.22
N -1.668 0.038 0.163 -0.70
C -1.274 -0.602 1.224 0.15
N -0.012 -0.660 1.646 -0.36
H -2.007 -1.064 1.897 0.33
H 0.678 0.034 1.424 0.19
H 0.221 -1.252 2.428 0.23
C 1.269 0.714 -1.730 -0.58
O 0.958 -0.502 -1.080 -0.53
H 1.921 0.485 -2.578 0.23
H 0.454 1.339 -2.097 0.28
H 1.878 1.337 -1.058 0.22
H 0.029 -0.450 -0.793 0.32
```

Output
Highest occupied orbital energy = -8.93 eV
SMILES string = [H]/N=C/N.CO
Energy relative to the best compared isomer or geometry (same formula, charge and spin) = 2.2630 eV

[9]
Entry from OMol25: C2H8N2O2 as an isolated structure in a non-equilibrium geometry (wB97M-V/def2-TZVPD).

XYZ file:
```
14
Properties=species:S:1:pos:R:3:mulliken_charge:R:1
C 1.451 0.752 0.105 -1.25
C 0.235 0.148 -0.367 0.81
N -1.939 -0.365 -0.115 -0.63
N -0.864 0.345 0.436 -0.19
O 0.028 0.179 -1.661 -0.41
O 0.567 -1.582 0.118 -0.68
H 1.584 0.483 1.143 0.30
H 2.245 0.639 -0.593 0.31
H 1.368 1.744 0.523 0.41
H -2.730 0.056 0.188 0.20
H -1.859 -1.350 0.091 0.21
H -0.752 0.142 1.408 0.25
H -0.832 -0.105 -1.798 0.43
H 0.920 -1.877 -0.701 0.25
```

Output
Highest occupied orbital energy = -9.44 eV
Energy relative to the best compared isomer or geometry (same formula, charge and spin) = 3.3272 eV

[10]
Entry from OMol25: C2H8N2O2 as an isolated structure in a non-equilibrium geometry (wB97M-V/def2-TZVPD).

XYZ file:
```
14
Properties=species:S:1:pos:R:3:mulliken_charge:R:1
C 0.117 1.186 -0.835 -0.08
N -0.943 1.652 -0.095 -0.29
O -0.115 0.368 -1.793 -0.57
H 0.368 -0.824 -1.531 0.40
H -1.852 1.283 -0.323 0.25
H -0.884 2.545 0.365 0.23
H 0.940 1.909 -0.937 0.35
H 0.997 0.099 0.090 0.34
C 0.020 -1.330 1.229 -0.60
N 1.138 -1.032 0.323 -0.35
O 0.950 -1.648 -0.856 -0.45
H -0.938 -1.039 0.780 0.24
H 0.038 -2.400 1.432 0.26
H 0.163 -0.768 2.151 0.29
```

Output
Highest occupied orbital energy = -8.29 eV
Energy relative to the best compared isomer or geometry (same formula, charge and spin) = 4.3535 eV

[11]
Entry from OMol25: a 2-piece molecular cluster, C2H8N2O2 overall (wB97M-V/def2-TZVPD).

XYZ file:
```
14
Properties=species:S:1:pos:R:3:mulliken_charge:R:1
C 1.586 -2.556 -1.062 -0.82
N 0.781 -1.374 -0.806 -0.24
C 1.364 -0.139 -0.940 0.59
N 0.517 0.918 -0.723 -0.39
O 2.529 -0.002 -1.263 -0.61
H 0.928 -3.395 -1.306 0.33
H 2.172 -2.823 -0.184 0.23
H 2.208 -2.413 -1.944 0.28
H -0.221 -1.475 -0.807 0.24
H -0.410 0.749 -0.361 0.17
H 0.816 1.870 -0.866 0.21
O -4.372 3.744 3.215 -0.64
H -4.039 2.852 3.070 0.32
H -3.859 4.044 3.977 0.32
```

Output
Highest occupied orbital energy = -9.63 eV
SMILES string = CNC(N)=O.O
Energy relative to the best compared isomer or geometry (same formula, charge and spin) = 0.3309 eV

[12]
Entry from OMol25: a 2-piece molecular cluster, C2H8N2O2 overall in a non-equilibrium geometry (wB97M-V/def2-TZVPD).

XYZ file:
```
14
Properties=species:S:1:pos:R:3:lowdin_spin:R:1
O -0.781 -0.707 -2.237 0.14
C -1.247 -0.240 -1.236 0.00
N -0.266 0.084 -0.190 0.51
C 0.963 -0.649 -0.325 0.07
N 1.552 -0.897 1.094 0.21
H -2.277 0.114 -1.004 0.00
H -0.437 0.669 0.624 0.01
H 0.886 -1.690 -0.833 0.03
H 1.675 -0.016 -0.979 0.04
H 1.839 -0.024 1.476 0.01
H 0.559 -1.143 1.604 -0.01
H -0.864 1.577 2.770 0.00
H -0.241 2.684 1.765 0.00
O -0.274 1.814 1.939 0.00
```

Output
2S+1 = 2
Highest occupied orbital energy (spin up / spin down) = -15.83 / -15.31 eV
Energy relative to the best compared isomer or geometry (same formula, charge and spin) = 1.8956 eV
Charge = +1

[13]
Entry from OMol25: a 2-piece molecular cluster, C2H8N2O2S overall in a non-equilibrium geometry (wB97M-V/def2-TZVPD).

XYZ file:
```
15
Properties=species:S:1:pos:R:3:mulliken_charge:R:1
H -0.401 0.311 -1.828 0.20
N 0.341 0.551 -1.179 -0.80
C 0.021 0.876 0.036 0.78
C 0.990 1.403 0.980 -1.14
N -1.153 0.400 0.573 -0.57
H 0.492 2.332 1.396 0.35
H 1.221 0.830 1.821 0.37
H 1.888 1.732 0.427 0.29
H -1.094 0.106 1.471 0.24
H -1.681 -0.401 0.131 0.28
O -0.634 -3.004 -1.281 -0.49
S 0.850 -2.554 -0.412 0.16
O 1.861 -1.658 -1.407 -0.49
H -0.477 -3.869 -1.633 0.32
H 1.542 -0.633 -1.321 0.49
```

Output
Highest occupied orbital energy = -8.70 eV
SMILES string = [H]/N=C(/C)N.OSO
Energy relative to the best compared isomer or geometry (same formula, charge and spin) = 0.5527 eV

[14]
Entry from OMol25: a 2-piece molecular cluster, C2H8N2O2S overall in a non-equilibrium geometry (wB97M-V/def2-TZVPD).

XYZ file:
```
15
Properties=species:S:1:pos:R:3:mulliken_charge:R:1
C -1.554 -0.775 0.191 -0.80
C 2.552 0.181 -1.567 -0.62
N -2.178 1.452 0.850 -0.80
N -1.695 0.315 1.144 0.60
O -0.543 -1.393 2.540 -0.58
O 1.521 0.260 -0.612 -0.45
S -0.908 0.055 2.568 0.33
H -0.792 -0.444 -0.417 0.40
H -1.247 -1.601 0.807 0.32
H -2.559 -0.975 -0.218 0.31
H 2.087 0.048 -2.474 0.25
H 3.336 -0.531 -1.219 0.25
H 3.134 1.040 -1.541 0.28
H -2.612 1.365 -0.054 0.23
H 1.457 1.002 0.003 0.28
```

Output
Highest occupied orbital energy (spin up / spin down) = -8.07 / -7.90 eV
Energy relative to the best compared isomer or geometry (same formula, charge and spin) = 2.9866 eV

[15]
Entry from OMol25: an isolated ion of composition C2H8N2OP and charge -1 in a non-equilibrium geometry (wB97M-V/def2-TZVPD).

XYZ file:
```
14
Properties=species:S:1:pos:R:3:mulliken_charge:R:1
C -1.224 -0.085 -0.191 -0.90
C 0.605 1.311 0.485 -0.96
N 1.522 -2.635 -0.378 -0.53
N 0.143 0.278 -0.385 0.05
O 2.174 -2.274 -1.684 -0.37
P 1.409 -0.663 -1.329 -0.06
H -1.434 -0.971 -0.791 0.30
H -1.446 -0.320 0.861 0.28
H -1.906 0.726 -0.505 0.26
H 1.668 1.460 0.289 0.31
H 0.075 2.259 0.293 0.27
H 0.474 1.064 1.555 0.27
H 2.270 -2.498 0.313 0.13
H 0.328 -1.051 -2.125 -0.05
```

Output
Highest occupied orbital energy = -2.47 eV
Energy relative to the best compared isomer or geometry (same formula, charge and spin) = 0.1767 eV
Charge = -1

[16]
Entry from OMol25: a 2-piece molecular cluster, C2H8N2P overall in a non-equilibrium geometry (wB97M-V/def2-TZVPD).

XYZ file:
```
13
Properties=species:S:1:pos:R:3:mulliken_charge:R:1
C 0.422 -0.273 -0.063 0.88
C 1.718 0.459 0.203 -1.09
N 0.483 -1.131 -1.121 -0.35
N -0.633 0.080 0.640 -0.57
P -2.967 -0.300 0.088 0.25
H 1.354 1.219 0.914 0.27
H 2.219 0.864 -0.648 0.34
H 2.512 -0.001 0.756 0.34
H 1.339 -1.525 -1.485 0.23
H -0.369 -1.291 -1.622 0.18
H -0.386 0.677 1.425 0.22
H -2.792 1.048 -0.446 0.17
H -2.900 0.173 1.358 0.14
```

Output
Highest occupied orbital energy = -14.72 eV
Energy relative to the best compared isomer or geometry (same formula, charge and spin) = 1.5015 eV
Charge = +1

[17]
Entry from OMol25: a 2-piece molecular cluster, C2H8N2P2 overall in a non-equilibrium geometry (wB97M-V/def2-TZVPD).

XYZ file:
```
14
Properties=species:S:1:pos:R:3:mulliken_charge:R:1
C -0.785 2.102 -0.649 -0.59
P 0.000 1.387 0.626 0.08
N -0.740 -0.163 0.754 -0.26
P -2.073 -0.780 -0.126 -0.10
H -0.536 3.109 -0.915 0.28
H -1.554 1.601 -1.216 0.19
H -0.460 -0.692 1.568 0.26
H -1.534 -2.062 -0.370 0.03
H -2.805 -1.262 0.975 0.04
C 2.316 -0.732 0.195 -0.28
N 1.664 0.003 -0.583 -0.41
H 2.696 -0.279 1.104 0.30
H 2.526 -1.793 0.057 0.24
H 1.286 -0.438 -1.419 0.22
```

Output
Highest occupied orbital energy = -7.90 eV
SMILES string = C=PNP.C=N
Energy relative to the best compared isomer or geometry (same formula, charge and spin) = 0.9773 eV

[18]
Entry from OMol25: a 2-piece molecular cluster, C2H8N2S2 overall in a non-equilibrium geometry (wB97M-V/def2-TZVPD).

XYZ file:
```
14
Properties=species:S:1:pos:R:3:lowdin_spin:R:1
C -1.036 -0.976 -1.972 0.01
N -0.025 -0.492 -1.114 0.01
C 0.248 0.872 -1.002 0.00
N 1.285 1.381 -0.373 0.00
H -0.905 -2.010 -2.224 0.01
H -2.006 -0.862 -1.470 0.00
H -1.120 -0.385 -2.916 0.00
H 0.816 -1.043 -1.061 0.02
H -0.525 1.484 -1.506 0.00
H 1.270 2.408 -0.421 0.00
S -0.077 0.415 4.289 0.44
S 0.400 -1.115 2.979 0.47
H 1.106 0.597 4.875 0.03
H 0.568 -0.275 1.914 0.01
```

Output
2S+1 = 2
Highest occupied orbital energy (spin up / spin down) = 0.61 / -4.60 eV
Energy relative to the best compared isomer or geometry (same formula, charge and spin) = 1.1726 eV
Charge = -1

[19]
Entry from OMol25: a 2-piece molecular cluster, C2H8N2S2 overall (wB97M-V/def2-TZVPD).

XYZ file:
```
14
Properties=species:S:1:pos:R:3:mulliken_charge:R:1
C 0.374 3.296 -0.472 -0.69
N -0.242 2.192 -1.204 -0.38
C -1.074 1.462 -0.621 0.00
N -1.501 1.581 0.752 -0.62
H 0.276 4.186 -1.090 0.24
H 1.436 3.081 -0.381 0.23
H -0.077 3.457 0.502 0.34
H -1.526 0.639 -1.183 0.43
H -2.495 1.787 0.768 0.22
H -1.418 0.662 1.177 0.25
S 1.340 -1.485 -0.264 -0.16
S -0.308 -2.226 0.753 -0.20
H 2.220 -1.782 0.703 0.18
H -0.359 -3.440 0.182 0.18
```

Output
Highest occupied orbital energy = -9.41 eV
SMILES string = C/N=C\N.SS
Energy relative to the best compared isomer or geometry (same formula, charge and spin) = 0.8970 eV